(1)
{
  "formula": "C4H11N2S",
  "method": "ωB97M-V/def2-TZVPD",
  "symbols": ["S", "N", "N", "C", "C", "C", "C", "H", "H", "H", "H", "H", "H", "H", "H", "H", "H", "H"],
  "xyz": [[2.944161, -0.498173, 0.470002], [-0.317107, -0.949203, 0.484485], [0.875816, 1.368975, -0.399176], [1.564667, 0.036816, -0.495499], [-1.105871, 0.201847, 0.209610], [-0.685176, -2.081704, -0.280108], [-0.227512, 1.427763, 0.625345], [0.123449, -2.841020, -0.112310], [0.413424, 1.461587, -1.320614], [3.182830, 0.693348, 0.920838], [-0.898767, -1.886644, -1.359599], [-1.590223, -2.502496, 0.227779], [-2.053240, 0.172904, 0.706173], [0.184067, 1.292698, 1.702391], [1.451817, 2.235513, 0.009251], [-0.729810, 2.460049, 0.690999], [-1.233590, 0.368388, -0.879836], [1.526725, -0.524012, -1.471603]],
  "forces_ev_per_a": [[-1.105, -0.134, -0.821], [1.184, 1.192, -0.300], [1.623, 1.227, 1.453], [-0.848, -1.622, 0.404], [1.575, 1.673, -0.370], [0.321, -1.413, 0.181], [-1.647, -0.533, 2.487], [-0.816, 0.444, -0.587], [0.657, 0.925, 0.442], [0.504, 1.140, 0.744], [0.102, -0.240, 0.664], [0.390, 0.165, -0.563], [-0.687, 0.030, 0.379], [-0.247, -0.117, -2.014], [-0.636, -2.177, -2.293], [0.736, -1.515, -0.874], [-0.705, -0.339, 0.140], [-0.401, 1.294, 0.928]],
  "mulliken_charge": [-0.0181, -0.2175, -0.1817, -0.3022, -0.5583, -0.8869, -0.5602, 0.2809, 0.3748, 0.1270, 0.3569, 0.3595, 0.5092, 0.3269, 0.4430, 0.3985, 0.2521, 0.2961],
  "lumo_ev": [-4.515, -4.211],
  "relative_energy_kj_mol": 463.4,
  "total_charge": 1,
  "homo_lumo_gap_ev": [8.44, 8.18],
  "e_homo_ev": [-12.957, -12.389]
}

---

(2)
{
  "formula": "C38H39GeN5O2Ru",
  "method": "ωB97M-V/def2-TZVPD",
  "symbols": ["Ru", "Ge", "O", "O", "N", "N", "N", "N", "N", "C", "C", "C", "C", "C", "C", "C", "C", "C", "C", "C", "C", "C", "C", "C", "C", "C", "C", "C", "C", "C", "C", "C", "C", "C", "C", "C", "C", "C", "C", "C", "C", "C", "C", "C", "C", "C", "C", "H", "H", "H", "H", "H", "H", "H", "H", "H", "H", "H", "H", "H", "H", "H", "H", "H", "H", "H", "H", "H", "H", "H", "H", "H", "H", "H", "H", "H", "H", "H", "H", "H", "H", "H", "H", "H", "H", "H"],
  "xyz": [[-1.399245, 0.443689, 0.818608], [-2.767571, 0.403603, -1.468163], [-0.963805, 2.515070, 1.230368], [0.578446, 3.692626, 2.348095], [0.406973, -0.114760, 0.307451], [-0.699182, 0.366474, 2.859328], [3.557473, -0.545127, 4.494196], [4.490044, 1.126269, 3.171444], [4.901067, -1.086554, 2.703838], [-1.921344, -2.891759, -3.967508], [-0.158745, 2.720834, 2.189439], [-0.056672, -4.367835, -0.457576], [1.361632, -0.918532, 0.153475], [1.440363, 0.654569, 5.092535], [2.889217, 0.337538, 5.454404], [-2.325553, 2.285738, -1.868076], [-1.712073, 4.941714, -2.507666], [1.300774, 1.466315, 3.811402], [-2.748806, -0.428411, 0.441414], [4.137103, 1.610966, -0.370181], [0.739619, -5.163336, 0.355171], [2.927902, 1.029575, -0.019558], [-4.675371, 0.186763, -1.881258], [-3.330117, 3.187743, -2.217751], [-0.702694, 4.054838, -2.159340], [0.167564, -3.002051, -0.537352], [-0.746038, -2.541624, -4.619291], [5.191941, 0.826233, -0.836183], [5.003189, -0.545043, -0.969937], [-0.751039, -0.426246, -3.469156], [-5.637005, -0.135365, -0.929279], [-7.356062, -0.126289, -2.612818], [2.733012, -0.351490, -0.129430], [-1.919662, -0.770476, -2.794428], [-1.009160, 2.742734, -1.833339], [4.287090, -0.166821, 3.448448], [-6.405293, 0.191409, -3.573912], [-3.028941, 4.507990, -2.529474], [-0.126613, 1.651487, 3.320390], [1.766952, -4.583613, 1.087317], [1.199087, -2.410898, 0.182494], [-0.164917, -1.306303, -4.371642], [1.994988, -3.218384, 0.993626], [-6.970367, -0.290595, -1.290794], [3.785902, -1.124674, -0.626638], [-5.075431, 0.344115, -3.208586], [-2.499429, -2.011485, -3.063658], [1.846953, 0.990024, 2.987191], [-1.440956, 0.027692, 3.457496], [3.482120, 1.247825, 5.553796], [0.882579, -0.285633, 5.026059], [-5.334635, -0.271733, 0.102283], [3.645521, -2.188149, -0.771662], [1.008240, 1.211737, 5.927835], [-0.217836, 2.075193, -1.509570], [5.798137, -1.163764, -1.367816], [-6.699411, 0.317785, -4.608657], [-0.290088, -3.226331, -5.323632], [6.128604, 1.282490, -1.130450], [2.942845, -0.164869, 6.419613], [0.561355, -6.229036, 0.420273], [-4.339956, 0.583878, -3.969959], [5.168850, -0.849323, 1.751839], [2.087014, 1.637981, 0.297140], [1.709931, 2.471609, 3.938014], [-0.456753, -2.371820, -1.155032], [0.325676, 4.391576, -2.113743], [-0.285466, 0.535469, -3.285987], [3.365004, -1.531049, 4.570758], [4.247244, 2.689545, -0.318733], [-0.755603, 2.046357, 4.122864], [4.691337, -2.058782, 2.854820], [-3.824848, 5.195575, -2.788977], [0.015478, -0.352227, 2.802250], [-1.473648, 5.970440, -2.748301], [2.388515, -5.197222, 1.728353], [-3.418721, -2.294759, -2.560595], [-4.363772, 2.863524, -2.245055], [-7.707857, -0.542617, -0.538489], [2.802748, -2.767323, 1.562791], [-8.394259, -0.247602, -2.896145], [-2.388285, -3.849313, -4.165393], [0.745905, -1.022767, -4.885176], [-0.860036, -4.808764, -1.034547], [3.799919, 1.795739, 3.474160], [4.898966, 1.328034, 2.269901]],
  "forces_ev_per_a": [[-0.223, 0.110, -0.358], [0.606, 0.572, -0.345], [-0.254, -0.063, 0.025], [-0.020, -0.101, -0.034], [0.271, -0.223, 0.068], [0.248, 0.070, 0.019], [0.017, 0.026, -0.176], [-0.042, -0.209, -0.056], [0.099, -0.106, -0.411], [0.042, -0.016, 0.009], [0.035, 0.249, 0.127], [-0.017, 0.014, -0.024], [-0.099, 0.032, -0.088], [0.029, -0.015, -0.019], [-0.046, 0.063, 0.077], [-0.238, -0.030, -0.238], [-0.021, 0.007, -0.007], [-0.006, -0.005, -0.006], [-0.315, -0.465, 0.691], [0.071, 0.028, 0.047], [0.011, -0.021, 0.014], [0.014, 0.011, 0.039], [0.011, -0.021, 0.163], [0.035, 0.012, 0.008], [0.017, -0.027, 0.022], [-0.020, -0.017, -0.012], [-0.015, -0.016, -0.006], [-0.059, -0.049, 0.072], [0.074, 0.064, 0.084], [0.070, -0.061, 0.051], [-0.013, 0.038, -0.008], [-0.010, -0.005, 0.012], [0.120, -0.043, 0.025], [-0.037, -0.041, 0.029], [0.017, 0.014, 0.027], [-0.156, 0.264, 0.149], [0.019, 0.010, -0.015], [0.021, 0.003, 0.002], [-0.021, -0.110, -0.057], [-0.018, -0.020, 0.001], [-0.007, 0.029, -0.038], [0.011, 0.044, 0.016], [-0.027, 0.010, -0.007], [0.001, 0.008, 0.000], [-0.016, -0.006, 0.093], [-0.040, -0.013, 0.001], [0.013, -0.019, 0.034], [-0.033, -0.046, -0.037], [-0.037, 0.016, -0.056], [0.015, 0.013, -0.043], [0.018, -0.008, -0.015], [-0.006, -0.013, -0.002], [-0.008, -0.007, -0.012], [-0.009, -0.011, 0.010], [-0.005, -0.003, 0.035], [0.006, -0.007, -0.021], [-0.003, -0.001, 0.000], [0.002, 0.001, -0.003], [-0.003, -0.002, -0.001], [-0.008, -0.003, 0.005], [-0.001, 0.001, -0.002], [0.004, 0.002, 0.004], [-0.104, -0.014, 0.094], [0.013, -0.009, 0.017], [0.047, 0.010, 0.013], [-0.074, 0.019, -0.059], [0.001, 0.013, -0.010], [-0.007, -0.009, -0.013], [0.000, 0.004, 0.025], [-0.002, -0.047, 0.035], [0.021, 0.019, 0.020], [0.030, -0.018, 0.016], [0.003, 0.005, 0.002], [-0.021, -0.019, 0.056], [0.001, 0.000, 0.001], [0.005, -0.010, 0.002], [0.007, 0.013, -0.016], [-0.005, -0.011, -0.004], [-0.003, 0.002, 0.000], [0.015, 0.028, -0.002], [-0.001, -0.002, 0.001], [0.006, 0.000, 0.002], [0.002, -0.004, -0.003], [0.005, -0.004, 0.009], [-0.020, 0.035, 0.023], [0.015, 0.091, -0.070]],
  "mulliken_charge": [0.5869, 1.8630, -0.5857, -0.7411, -0.1814, -0.4281, -0.0724, -0.4099, -0.4433, -0.7158, 0.2818, -0.9067, -0.6787, -0.2214, -1.2290, 0.0106, -0.5335, -0.6394, -1.1201, -1.2983, -0.5155, -0.0685, -0.5615, -0.2410, -0.8732, 0.1963, -0.4551, -0.2834, -1.0435, 0.1627, -0.3598, -0.4004, 1.3246, -0.3122, 0.5166, 0.8263, -0.7870, -0.6975, 0.4733, -0.7494, -0.7345, -0.7146, 0.4242, -0.5444, -0.3037, -0.0781, -0.0591, -0.3749, 0.2790, 0.4015, 0.3566, 0.3616, 0.4982, 0.3153, 0.0708, 0.4181, 0.3808, 0.3826, 0.4285, 0.4414, 0.3881, 0.4298, 0.1114, 0.4163, 0.6043, 0.4978, 0.4154, 0.2698, 0.2474, 0.4537, 0.5772, 0.2292, 0.3869, 0.0307, 0.3591, 0.4023, 0.3757, 0.3032, 0.3770, 0.3054, 0.3776, 0.4148, 0.4289, 0.4420, 0.2665, 0.2510],
  "lumo_ev": [-0.556, -0.556],
  "relative_energy_kj_mol": 83.2,
  "homo_lumo_gap_ev": [5.34, 5.34],
  "e_homo_ev": [-5.897, -5.898]
}

---

(3)
{
  "formula": "C12H6BrCl2NO",
  "method": "ωB97M-V/def2-TZVPD",
  "symbols": ["Br", "Cl", "Cl", "O", "N", "C", "C", "C", "C", "C", "C", "C", "C", "C", "C", "C", "C", "H", "H", "H", "H", "H", "H"],
  "xyz": [[1.231171, -5.009630, -0.263257], [-0.789288, 5.197336, 0.930558], [-2.733853, 3.992651, -1.210596], [2.523635, -2.534798, 0.995456], [1.319492, 0.268080, 1.021199], [-0.519493, -2.868115, -1.058862], [-0.255304, -0.592199, -0.329212], [0.295177, 2.696146, 1.109420], [0.463047, 1.363030, 0.704805], [-0.650880, 3.498369, 0.519259], [0.642616, -3.210882, -0.291228], [-0.478959, 0.843443, -0.197594], [-0.961682, -1.516662, -1.096704], [-1.520207, 2.975862, -0.458979], [0.877583, -0.893333, 0.395425], [1.333501, -2.207673, 0.386315], [-1.429272, 1.645232, -0.830299], [2.188280, 0.319437, 1.558705], [0.885383, 3.127914, 1.937356], [-2.134186, 1.238123, -1.523651], [2.602752, -3.522979, 0.981188], [-1.035661, -3.593928, -1.665036], [-1.853853, -1.215427, -1.614270]],
  "forces_ev_per_a": [[0.034, 0.223, 0.039], [0.238, -0.704, 0.148], [0.366, -0.364, 0.174], [-0.370, -0.360, 0.241], [0.720, 0.958, 0.927], [0.373, 1.506, 0.400], [-0.889, 0.912, -1.058], [1.602, -0.011, 1.367], [-0.476, -1.249, -0.587], [-0.700, 0.237, -0.648], [-1.885, 1.428, -1.156], [-0.290, -0.322, -0.420], [1.065, -1.925, 0.834], [-0.066, 0.124, -0.257], [-0.219, 0.255, 0.081], [1.561, -1.473, 0.425], [0.185, 0.433, 1.012], [-0.770, 0.021, -0.358], [-0.173, -0.258, -0.689], [-0.224, -0.154, -0.339], [0.021, 1.116, 0.023], [0.010, -0.286, 0.141], [-0.113, -0.109, -0.298]],
  "mulliken_charge": [-0.2855, -0.1982, -0.2026, -0.5370, -0.0770, -0.5840, 1.0480, -0.5761, -0.4647, 0.1411, -0.2240, 1.0768, -0.8432, 0.0997, -0.8202, 1.1025, -0.7478, 0.2337, 0.3697, 0.4540, 0.2244, 0.4436, 0.3670],
  "lumo_ev": 0.289,
  "relative_energy_kj_mol": 14.3,
  "homo_lumo_gap_ev": 8.53,
  "e_homo_ev": -8.237,
  "smiles": "Oc1c(Br)ccc2c1[nH]c1cc(Cl)c(Cl)cc12"
}

---

(4)
{
  "formula": "C22H41ClNP3SeTm",
  "method": "ωB97M-V/def2-TZVPD",
  "symbols": ["Tm", "Se", "Cl", "P", "P", "P", "N", "C", "C", "C", "C", "C", "C", "C", "C", "C", "C", "C", "C", "C", "C", "C", "C", "C", "C", "C", "C", "C", "C", "H", "H", "H", "H", "H", "H", "H", "H", "H", "H", "H", "H", "H", "H", "H", "H", "H", "H", "H", "H", "H", "H", "H", "H", "H", "H", "H", "H", "H", "H", "H", "H", "H", "H", "H", "H", "H", "H", "H", "H", "H"],
  "xyz": [[-0.009804, -0.114196, 0.664676], [-1.012226, 2.223464, 0.039128], [-5.361953, -2.902478, 0.660971], [1.372504, 0.803500, 2.765549], [1.480032, -2.361277, -0.209107], [1.997783, 0.882238, -1.205591], [-1.683881, -1.529130, 1.270226], [-3.368530, -3.440795, 2.392291], [-1.245084, -1.814177, -3.138510], [0.767285, 2.485335, 3.208616], [1.023194, -0.306403, 4.208025], [-2.069646, -3.260869, 2.873774], [-2.791099, 4.468293, -0.646362], [2.244859, -2.888559, -1.796313], [-2.512501, 3.137839, -0.984410], [-4.403135, 4.640550, -2.469834], [3.000600, -2.535897, 0.825500], [-2.946526, -1.695785, 0.764910], [-1.911825, -0.638807, -3.101566], [-4.163233, 3.295158, -2.770415], [-3.697156, 5.219773, -1.407365], [0.642275, -3.949938, 0.203948], [-1.253564, -2.302410, 2.296189], [1.806679, 0.676920, -3.019757], [-3.245412, 2.544552, -2.015821], [2.136250, 2.724183, -1.149038], [-3.803326, -2.634704, 1.337098], [3.786279, 0.477948, -1.074433], [3.196671, 0.942249, 2.607039], [2.781997, 3.076012, -1.966223], [3.991771, -0.531577, -1.445160], [-0.329401, 2.498517, 3.101520], [3.772105, 1.270362, 3.485099], [-0.278684, -1.924075, -3.636748], [-5.126960, 5.240280, -3.050897], [-1.619374, -2.662790, -2.558705], [-1.646158, -3.872528, 3.674696], [-4.713123, 2.854422, -3.601777], [1.116322, 3.212527, 2.461969], [-2.259082, 4.921306, 0.189471], [3.446512, 1.631063, 1.788337], [-2.875872, -0.572414, -2.585999], [1.483247, -3.026331, -2.569636], [3.759861, -1.795814, 0.547488], [0.533142, -4.077392, 1.282905], [1.547281, -1.276590, 4.094472], [-0.052816, -0.576588, 4.187472], [1.135130, 3.168413, -1.265755], [4.363305, 1.192188, -1.673741], [-1.537953, 0.232126, -3.634820], [3.415467, -3.539635, 0.662775], [3.621069, -0.024670, 2.291608], [1.252284, 0.086045, 5.214338], [2.991293, -2.175877, -2.162263], [0.747181, 0.700102, -3.304194], [-1.760546, 0.861617, 0.486249], [4.121522, 0.544506, -0.033413], [2.342864, 1.505194, -3.505227], [2.540023, 3.045120, -0.178285], [2.238233, -0.277512, -3.344275], [1.024459, 2.860870, 4.211273], [2.745220, -3.848912, -1.611464], [-3.995555, -4.228580, 2.780268], [-0.216104, -2.143121, 2.626582], [-0.352041, -3.983769, -0.248922], [-3.259997, -1.095080, -0.091111], [-3.074108, 1.497779, -2.270317], [2.777745, -2.413679, 1.890889], [1.249156, -4.768651, -0.197132], [-3.874926, 6.270560, -1.170766]],
  "forces_ev_per_a": [[1.884, -1.482, -1.563], [-2.856, -0.001, -0.629], [0.321, 0.225, 0.124], [1.075, 0.735, 1.953], [0.816, -1.647, 0.185], [1.003, 0.836, -0.760], [-0.911, -0.375, -0.273], [0.853, 0.328, -0.114], [-0.253, 1.053, 0.880], [-0.520, 0.186, -0.205], [-0.430, -0.543, -0.019], [0.272, -0.123, 0.226], [0.753, 0.052, 0.319], [-0.228, 0.408, -0.410], [-0.743, 0.619, -0.211], [0.380, 0.000, 0.279], [-0.092, 0.295, 0.197], [0.649, -0.344, 0.929], [0.624, -1.145, 0.084], [0.009, 0.197, 0.412], [-0.220, -0.198, -0.063], [-0.125, 0.168, -0.052], [-0.618, 0.260, -0.430], [-0.436, -0.193, -0.019], [0.480, -0.687, -0.464], [-0.436, -0.036, 0.360], [-0.204, -0.217, -0.438], [0.039, -0.181, 0.358], [0.461, -0.292, -0.515], [-0.151, -0.097, 0.347], [-0.003, 0.244, 0.100], [0.282, -0.066, 0.277], [-0.624, -0.053, 0.009], [-0.441, 0.031, -0.056], [0.555, -0.475, 0.381], [0.048, 0.070, -0.463], [-0.387, 0.120, -0.239], [0.256, -0.189, 0.315], [0.164, -0.245, 0.160], [-0.209, 0.109, -0.216], [-0.252, 0.027, 0.233], [0.302, 0.002, -0.287], [0.147, -0.017, 0.100], [-0.173, -0.165, 0.020], [0.065, -0.015, -0.108], [0.022, 0.560, -0.038], [0.442, 0.391, 0.170], [0.438, 0.016, -0.117], [-0.154, -0.150, 0.082], [-0.225, -0.085, 0.022], [-0.123, 0.236, 0.077], [-0.253, 0.167, 0.229], [0.052, 0.118, -0.607], [-0.211, -0.158, 0.086], [0.302, 0.057, -0.048], [-0.671, 2.221, -0.353], [0.046, -0.013, -0.266], [-0.171, -0.342, 0.067], [-0.030, 0.019, -0.281], [-0.143, 0.218, 0.046], [0.113, -0.434, -0.314], [-0.163, 0.277, -0.010], [-0.170, 0.037, 0.105], [-0.426, -0.158, -0.038], [0.082, -0.074, -0.002], [0.159, -0.121, 0.299], [-0.093, 0.414, -0.011], [0.054, -0.089, -0.079], [-0.164, 0.087, 0.154], [0.159, -0.371, 0.114]],
  "mulliken_charge": [-0.2822, 0.3403, -0.1322, 1.0387, 0.9423, 1.0328, 0.3292, -0.2732, -0.5331, -1.2751, -1.1817, -1.1334, -0.5717, -1.2039, 0.5522, -0.5015, -1.3092, -0.2107, -0.7059, -0.6140, -0.6330, -1.2387, -0.2901, -1.1240, 0.2150, -1.2994, -0.0830, -1.3523, -1.1153, 0.5343, 0.4092, 0.3683, 0.5467, 0.3178, 0.4083, 0.3076, 0.4802, 0.4195, 0.2928, 0.4131, 0.2523, 0.3726, 0.2831, 0.3056, 0.3762, 0.3147, 0.3738, 0.4072, 0.4856, 0.3754, 0.5160, 0.2480, 0.4707, 0.3296, 0.0552, 0.2615, 0.2480, 0.4851, 0.2807, 0.3611, 0.4524, 0.5273, 0.5124, 0.8153, 0.3054, 0.4455, 0.0352, 0.3000, 0.5239, 0.3952],
  "lumo_ev": [-9.966, -9.931],
  "total_charge": 3,
  "homo_lumo_gap_ev": [7.10, 7.13],
  "e_homo_ev": [-17.064, -17.064],
  "spin_multiplicity": 3
}